Entry 1:
Entry from the OMol25 dataset: the molecule C3H4IN3 at a distorted geometry (wB97M-V/def2-TZVPD).

```
11
Properties=species:S:1:pos:R:3:lowdin_charge:R:1
C 0.347 -1.060 0.555 -0.1728
C 1.585 -0.729 0.178 -0.1388
C 0.183 0.622 -1.011 -0.1797
N -0.436 -0.289 -0.268 -0.4946
N 1.553 0.269 -0.777 0.0030
N -2.757 1.458 0.858 -0.5374
I -2.530 -0.241 -0.055 1.4079
H -0.160 -1.756 1.119 0.0674
H 2.456 -1.097 0.504 0.0687
H 2.368 0.700 -1.299 0.1596
H -2.608 2.124 0.197 -0.1834
```

Properties
Calculated total energy ... -15740.982 eV

---

Entry 2:
Entry from the OMol25 dataset: a structure of composition C28H40Cl3N3O3PdSSb at a distorted geometry (wB97M-V/def2-TZVPD).

```
80
Properties=species:S:1:pos:R:3:lowdin_charge:R:1
Pd -0.287 -0.279 0.124 0.6850
N -1.862 -0.082 1.900 -0.0385
C -3.117 -0.346 1.145 -0.2241
C -2.941 -1.550 0.208 -0.1025
C -2.487 -1.180 -1.192 -0.5625
O -3.262 -1.030 -2.101 0.0693
O -1.171 -1.011 -1.432 -0.2390
H -1.740 -0.761 2.647 0.0870
H -1.899 0.831 2.343 0.0684
H -3.345 0.555 0.571 0.0662
H -3.950 -0.518 1.829 0.1187
H -3.886 -2.078 0.096 0.1306
H -2.223 -2.225 0.673 0.0706
Cl -4.687 -1.321 -5.339 0.6979
C -4.166 0.232 -4.767 -0.6462
C -3.461 1.074 -5.615 -0.0799
C -3.073 2.316 -5.149 -0.0230
C -3.363 2.738 -3.853 -0.2013
C -2.921 4.123 -3.426 -0.3003
C -1.441 4.096 -3.070 -0.0418
N -1.263 3.342 -1.840 -0.0562
C -1.517 3.799 -0.568 -0.0580
C -1.197 2.778 0.266 -0.1334
N -0.745 1.711 -0.482 -0.0496
C -0.810 2.090 -1.739 -0.1323
O -3.037 5.055 -4.494 -0.1001
C -4.235 5.849 -4.471 -0.1313
C -5.482 5.035 -4.347 -0.3295
C -6.272 4.994 -3.235 -0.9826
Cl -6.083 5.921 -1.793 0.6578
S -7.589 3.919 -3.381 1.0094
C -7.113 3.502 -4.972 -0.3893
C -5.999 4.171 -5.361 -0.1317
C -4.031 1.846 -3.027 -0.5426
Cl -4.351 2.256 -1.358 0.7737
C -4.457 0.604 -3.469 -0.1542
H -3.240 0.762 -6.625 0.1099
H -2.564 3.000 -5.815 0.1278
H -3.493 4.459 -2.555 0.1133
H -1.057 5.108 -2.945 0.1462
H -0.870 3.615 -3.864 0.1436
H -1.901 4.785 -0.384 0.1354
H -1.238 2.757 1.340 0.0996
H -0.554 1.484 -2.591 0.1527
H -4.212 6.405 -5.408 0.1375
H -4.180 6.569 -3.648 0.1090
H -7.693 2.792 -5.538 0.0731
H -5.535 4.049 -6.328 0.1225
H -4.985 -0.065 -2.805 0.1034
C -0.329 -4.520 1.101 -0.1373
C 1.002 -3.906 1.518 -0.5457
C 2.113 -4.954 1.478 -0.1289
Sb 1.413 -2.142 0.380 1.5785
C 2.290 -2.591 -1.515 -0.5456
C 1.209 -2.938 -2.533 -0.1389
C 3.378 -3.661 -1.468 -0.1287
C 2.852 -1.024 1.485 -0.5631
C 2.119 -0.178 2.525 -0.1606
C 3.932 -1.893 2.122 -0.1344
H -0.579 -5.347 1.768 0.0902
H -0.281 -4.923 0.087 0.0825
H -1.149 -3.809 1.136 0.0379
H 0.916 -3.504 2.534 0.0858
H 2.121 -5.476 0.524 0.0681
H 1.929 -5.703 2.251 0.0897
H 3.107 -4.547 1.648 0.0570
H 2.744 -1.626 -1.766 0.0878
H 0.765 -3.911 -2.311 0.0804
H 1.661 -3.008 -3.525 0.0885
H 0.405 -2.208 -2.574 0.0432
H 2.957 -4.646 -1.284 0.0642
H 4.143 -3.470 -0.715 0.0623
H 3.879 -3.703 -2.437 0.0881
H 3.298 -0.364 0.736 0.0915
H 1.639 -0.802 3.282 0.0783
H 1.347 0.464 2.081 0.0376
H 2.820 0.480 3.042 0.0877
H 3.516 -2.548 2.888 0.0761
H 4.675 -1.257 2.611 0.0876
H 4.460 -2.510 1.397 0.0611
```

Properties
Charge ... +1
Calculated total energy ... -98711.419 eV

---

Entry 3:
Entry from the OMol25 dataset: the molecule C6H9N at a distorted geometry (wB97M-V/def2-TZVPD).

```
16
Properties=species:S:1:pos:R:3:lowdin_charge:R:1
C 1.190 1.177 0.171 -0.0393
C 0.452 -0.152 -0.055 -0.4845
C -0.607 -0.555 1.019 -0.1032
C -1.708 -0.115 0.026 -0.1554
C -0.672 -0.203 -1.116 -0.1091
C 1.634 -0.976 -0.232 -0.2204
N 2.613 -1.576 -0.355 0.1591
H 1.462 1.700 -0.761 0.0912
H 2.173 0.845 0.678 0.1116
H 0.592 1.881 0.757 0.0831
H -0.540 -0.038 1.982 0.1111
H -0.620 -1.636 1.194 0.1170
H -2.591 -0.752 -0.056 0.1022
H -2.033 0.915 0.205 0.1070
H -0.701 -1.171 -1.626 0.1182
H -0.648 0.597 -1.862 0.1113
```

Properties
Calculated total energy ... -7856.746 eV
SMILES ... CC1(C#N)CCC1